No. 1
ORCA calculation (ωB97M-V with the def2-TZVPD basis set) on an isolated molecule of C15H12ClN3O2S at a distorted geometry.

Calculated values
**SMILES**: O=C(NNC1=Nc2ccc(Cl)cc2SC1)c1ccc(O)cc1
**ΔE to the lowest compared entry with this formula, charge and spin**: 86.2 kJ/mol
**E_HOMO**: -0.291 Eh
**LUMO**: 0.4 eV
**F_max**: 2.591 eV/Å

CARTESIAN COORDINATES (ANGSTROEM)
O1 2.30 -1.83 1.77
C1 1.15 -1.46 1.69
N1 0.90 -0.42 0.82
N2 1.91 0.15 -0.05
C2 1.58 0.81 -1.22
N3 0.34 1.08 -1.46
C3 -0.03 1.71 -2.63
C4 -1.28 2.34 -2.61
C5 -1.72 3.03 -3.75
C6 -0.93 3.03 -4.91
Cl1 -1.55 3.84 -6.26
C7 0.26 2.29 -4.95
C8 0.76 1.68 -3.81
S1 2.32 0.86 -3.88
C9 2.71 1.25 -2.13
C10 0.12 -1.88 2.69
C11 -1.07 -1.19 2.91
C12 -1.96 -1.61 3.90
C13 -1.74 -2.77 4.64
O2 -2.58 -3.13 5.66
C14 -0.61 -3.54 4.35
C15 0.34 -3.08 3.41
H1 -0.02 -0.01 0.80
H2 2.83 -0.27 0.07
H3 -1.91 2.23 -1.75
H4 -2.68 3.49 -3.77
H5 0.86 2.30 -5.87
H6 2.76 2.32 -1.99
H7 3.62 0.76 -1.83
H8 -1.28 -0.28 2.32
H9 -2.84 -1.00 4.06
H10 -3.33 -2.55 5.61
H11 -0.48 -4.49 4.93
H12 1.25 -3.65 3.22

These are the natural (NBO) partial charges, in e, on atoms 1 to 8: -0.630, 0.642, -0.446, -0.418, 0.451, -0.546, 0.122, -0.198

No. 2
ORCA calculation (ωB97M-V with the def2-TZVPD basis set) on an isolated molecule of C15H12FNO2S at a distorted geometry.

Calculated values
**SMILES**: Fc1ccccc1OCCSc1nc2ccccc2o1
**E_HOMO**: -0.305 Eh
**LUMO**: 0.7 eV
**F_max**: 1.279 eV/Å

CARTESIAN COORDINATES (ANGSTROEM)
F1 -3.27 -2.75 1.15
C1 -3.22 -1.51 1.68
C2 -4.34 -0.71 1.65
C3 -4.29 0.56 2.20
C4 -3.11 1.00 2.77
C5 -1.99 0.19 2.81
C6 -2.01 -1.08 2.26
O1 -1.00 -1.99 2.25
C7 0.29 -1.65 2.68
C8 1.16 -1.09 1.55
S1 0.73 0.64 1.12
C9 1.40 0.66 -0.47
N1 1.98 -0.32 -1.07
C10 2.32 0.18 -2.31
C11 2.96 -0.40 -3.39
C12 3.15 0.39 -4.51
C13 2.72 1.72 -4.55
C14 2.08 2.31 -3.48
C15 1.89 1.52 -2.37
O2 1.30 1.82 -1.17
H1 -5.24 -1.10 1.18
H2 -5.16 1.19 2.17
H3 -3.06 1.99 3.20
H4 -1.09 0.58 3.26
H5 0.74 -2.59 3.01
H6 0.27 -0.96 3.54
H7 1.03 -1.68 0.64
H8 2.21 -1.10 1.85
H9 3.29 -1.43 -3.35
H10 3.64 -0.03 -5.37
H11 2.89 2.30 -5.45
H12 1.74 3.34 -3.51

These are the natural (NBO) partial charges, in e, on atoms 1 to 8: -0.316, 0.355, -0.265, -0.222, -0.208, -0.272, 0.237, -0.482

No. 3
ORCA calculation (ωB97M-V with the def2-TZVPD basis set) on a structure of composition C15H12I2N2O5Pd at a distorted geometry.

Calculated values
**E_HOMO**: -0.299 Eh
**LUMO**: -1.4 eV
**F_max**: 5.096 eV/Å

CARTESIAN COORDINATES (ANGSTROEM)
Pd1 0.71 -0.81 -1.51
I1 -1.64 0.11 5.76
C1 -1.32 -0.38 3.77
C2 -2.39 -0.75 2.96
C3 -2.16 -1.08 1.61
I2 -3.90 -1.60 0.50
C4 -0.87 -1.05 1.02
O1 -0.61 -1.31 -0.21
C5 0.18 -0.66 1.89
C6 1.59 -0.60 1.32
N1 1.69 0.07 0.02
C7 1.40 1.51 0.11
C8 0.15 1.85 -0.63
C9 -0.50 3.07 -0.46
C10 -1.68 3.30 -1.16
C11 -2.18 2.30 -1.99
C12 -1.46 1.13 -2.10
N2 -0.30 0.90 -1.47
C13 -0.03 -0.34 3.24
H1 -3.39 -0.78 3.36
H2 2.27 -0.12 2.04
H3 1.95 -1.63 1.21
H4 2.84 -0.05 -0.34
H5 1.34 1.86 1.15
H6 2.23 2.06 -0.36
H7 -0.11 3.81 0.23
H8 -2.23 4.23 -1.03
H9 -3.12 2.42 -2.51
H10 -1.82 0.29 -2.70
H11 0.81 -0.05 3.86
O2 1.31 -4.43 -2.85
C14 1.39 -3.28 -2.46
O3 0.34 -2.60 -2.08
C15 2.64 -2.54 -2.38
O4 3.72 -3.01 -2.69
O5 2.51 -1.32 -1.94
H12 0.65 -0.52 -3.18

These are the natural (NBO) partial charges, in e, on atoms 1 to 8: 1.242, 0.146, -0.201, -0.252, -0.214, 0.132, 0.390, -0.752

No. 4
ORCA calculation (ωB97M-V with the def2-TZVPD basis set) on a structure of composition C15H12N4O2RuS at a distorted geometry.

Calculated values
**E_HOMO (spin up / spin down)**: -0.277 / -0.282 Eh
**LUMO (spin up / spin down)**: -2.0 / -1.8 eV
**F_max**: 3.918 eV/Å

CARTESIAN COORDINATES (ANGSTROEM)
Ru1 -0.10 -1.38 -0.13
O1 3.21 1.17 -2.02
C1 2.61 2.35 -1.77
C2 3.24 3.51 -2.23
C3 2.66 4.74 -2.02
C4 1.44 4.85 -1.35
C5 0.83 3.72 -0.87
C6 1.40 2.46 -1.06
C7 0.75 1.27 -0.52
O2 1.09 0.08 -0.94
N1 -0.15 1.40 0.43
N2 -0.65 0.23 0.78
C8 -1.54 0.09 1.77
C9 -1.93 -1.23 2.04
C10 -2.86 -1.61 3.04
C11 -3.08 -2.94 3.28
C12 -2.42 -3.90 2.49
C13 -1.57 -3.48 1.50
N3 -1.29 -2.19 1.27
H1 2.63 0.45 -1.69
H2 4.17 3.41 -2.75
H3 3.16 5.63 -2.39
H4 0.98 5.82 -1.22
H5 -0.11 3.77 -0.34
H6 -1.90 0.95 2.30
H7 -3.37 -0.84 3.59
H8 -3.76 -3.26 4.05
H9 -2.59 -4.95 2.65
H10 -1.09 -4.20 0.84
C14 -1.52 -1.41 -1.58
H11 -1.76 -2.36 -2.05
H12 -1.52 -0.54 -2.23
S1 2.68 -4.90 -1.17
C15 1.60 -3.77 -0.95
N4 0.77 -2.95 -0.77

These are the natural (NBO) partial charges, in e, on atoms 1 to 8: 0.817, -0.674, 0.449, -0.304, -0.153, -0.267, -0.120, -0.274

no.,DFT total energy (eV)
1,-47672.1856
2,-34887.0322
3,-48643.5180
4,-39219.9141